Below is a cluster of 11 separate species, C49H68N11O in total, with properties calculated with the ωB97M-V functional and the def2-TZVPD basis.

Last column: Mulliken charge in e.
CARTESIAN COORDINATES (ANGSTROEM)
O 1.31791 1.34206 -0.77219  -0.4160
N -3.32292 3.57796 -4.01994  0.0555
N -1.07890 -2.98538 -3.51088  0.2050
N 0.29122 -1.67986 -6.07563  -0.0445
N 5.52838 4.66272 1.67257  0.1078
N 0.92900 0.16945 -0.34057  1.5191
N 6.24232 -2.79670 1.95224  0.0321
N 1.29316 -1.49357 5.06799  0.0045
N 0.54552 4.70203 2.34446  -0.0894
N -6.36772 -0.17031 -0.96001  0.0435
N -4.61617 1.98028 0.56928  -0.0383
N -4.77605 -3.16073 3.12830  -0.0592
C 1.89656 -2.54239 4.32678  -0.6926
C -2.26807 -4.42470 -2.09828  -0.6875
C -0.83004 0.61863 1.46177  -2.7996
C -4.46469 -2.30586 2.02937  -0.4702
C 0.51038 2.92297 3.89266  -0.7483
C -3.67389 -4.57258 1.46890  -0.7479
C -1.39381 2.26678 -4.24373  0.2213
C -4.97071 1.83415 1.92986  -0.5447
C 2.14617 -0.60154 0.07406  1.9307
C 6.99736 -1.85512 2.56870  -0.4252
C 1.83045 -2.08397 0.02867  -2.3979
C 3.28888 -2.04703 4.01626  0.1732
C 7.32059 -0.73112 1.53839  -0.6897
C 1.76262 2.93706 3.29224  0.5830
C -1.34995 0.26377 -0.99166  -0.5309
C 0.96922 -2.45103 -5.25010  -0.4231
C -2.11464 3.41823 -3.37164  -1.0636
C 5.24171 2.31996 1.62967  0.3124
C -3.03231 3.40717 1.77572  -0.7016
C -7.04418 1.02442 -1.37314  -0.6150
C -3.87928 -3.08597 0.93649  1.1161
C 5.61720 4.30412 0.29716  -1.0135
C -0.58612 -1.69514 0.26034  -0.1337
C -3.56811 2.72420 -5.00918  -0.7725
C 2.70388 -0.11691 1.31504  0.7761
C 0.51990 -0.31417 -5.90904  -0.5343
C 6.58338 -1.13650 0.31283  -0.2007
C -5.07168 -0.32815 -1.47116  -0.8578
C 5.40499 2.71783 0.26502  -0.3841
C -0.19674 4.18188 3.37370  -0.6702
C -4.32911 -4.54250 2.83425  -0.7421
C 5.39267 3.53845 2.52494  -1.0818
C -4.87871 0.79580 -2.47545  0.1749
C -2.39119 -2.53140 -3.52706  -0.3893
C -2.36564 1.93542 -5.37245  -0.4894
C 0.55021 -2.44907 0.91108  0.2961
C 2.19032 -0.44050 5.46314  -1.1733
C 1.61182 -0.23341 -4.92108  -0.7006
C 1.83481 4.08509 2.12569  -0.6239
C 3.29978 -0.35061 -0.98255  -2.1826
C 2.00344 -1.57677 -4.50266  -0.4325
C -6.03317 1.69884 -2.35236  -0.5157
C -3.24671 -3.37354 -2.61313  -1.3441
C -3.93541 2.70712 2.72453  -1.1534
C 5.78176 -2.43432 0.65647  -0.3496
C 3.52426 -0.79576 4.79570  -0.6124
C -0.44476 -0.19057 0.11925  2.1799
C -3.59613 2.97336 0.42662  -0.6296
C -0.89555 -4.10036 -2.67851  -0.6057
H -4.20603 -3.26645 -2.31899  1.1111
H 0.36379 5.60586 1.64913  0.3536
H -1.23653 4.72034 3.79693  0.3639
H 3.77105 -0.43953 1.42526  -0.2202
H 2.68704 0.98874 1.46868  -0.1365
H -0.97395 -2.29748 -0.56384  -1.0929
H -1.06519 -0.25981 -2.09211  -0.0712
H -4.14693 4.22706 -3.77836  0.3294
H -1.76570 0.19703 1.70735  0.6508
H 5.22405 3.66503 3.69503  0.2498
H 1.86343 0.66859 -4.69255  0.8319
H -3.90182 2.71611 3.72877  0.5327
H 7.49348 -2.11291 3.63257  0.2934
H -1.18172 1.39902 -1.31976  0.3358
H 4.02482 -2.57906 3.44007  0.3317
H 2.09141 -0.45038 2.15457  -0.7263
H -2.40157 4.17359 1.87143  0.9517
H -0.80532 1.57473 1.31410  1.2833
H -0.58241 -1.80681 -6.71654  0.3395
H -0.38241 1.78832 -4.13907  0.1615
H 5.92692 -3.70771 2.26249  0.2932
H 1.04215 -3.55784 -5.33801  0.4266
H 6.45105 -0.80673 -0.74244  0.4538
H -3.25020 -5.53653 1.12477  0.3299
H 5.64537 5.58184 1.90513  0.1342
H -5.86657 1.25079 2.12801  0.5372
H 3.47816 0.65864 -0.95044  0.6705
H -6.40785 2.53907 -2.91442  0.4652
H -4.19664 0.92436 -3.14545  1.0083
H 0.74651 -2.02390 2.01475  -0.5611
H -4.43809 -1.21648 -1.35302  -0.1746
H 0.34631 -3.53154 0.73476  0.7021
H 2.76062 -2.03593 -3.76047  0.4337
H -4.49299 2.83372 -5.59204  0.3488
H -2.11451 1.41020 -6.22970  0.6633
H -4.82521 -1.14196 1.99767  0.1655
H 2.75752 4.35663 1.55705  0.3194
H -5.18459 1.46892 -0.20485  0.6381
H -0.19306 0.47731 -6.29825  0.3540
H -2.22581 -5.24665 -1.40028  0.4422
H 1.30409 -3.47111 3.99551  0.3699
H -3.23261 3.34274 -0.54843  0.3442
H -1.51325 -1.80338 0.74356  0.3409
H 0.31587 -1.50600 5.18740  0.2356
H -5.29611 -2.94248 3.99420  0.2347
H -1.64813 3.88374 -2.51079  0.5850
H 1.91445 0.19101 6.10152  0.8252
H 5.87920 5.00912 -0.27297  0.6536
H -2.48876 -0.02100 -0.86171  -0.5785
H -0.34447 -2.64553 -4.31366  0.1620
H 5.23637 2.38417 -0.73863  0.5212
H -8.11014 1.37738 -1.00937  0.2997
H 1.65299 -2.36151 -0.89860  1.0571
H 5.01524 -3.14596 0.07718  0.3213
H -0.11843 0.49567 2.26686  0.0294
H -6.85595 -0.78305 -0.45991  0.1673
H -2.67892 -1.82068 -4.33641  0.4020
H -3.74722 -2.90626 -0.02694  -0.3332
H 2.97066 -0.53514 -2.09970  -0.3652
H -0.03576 2.45420 4.66543  0.5024
H 5.11840 1.26146 1.90806  0.5802
H -4.67289 -5.26993 3.31666  0.5629
H 0.08082 -4.56699 -2.68510  0.5048
H 2.68034 -2.64578 0.35099  0.3623
H 7.97620 0.14245 1.67329  0.4573
H 4.43460 -0.31073 4.78459  0.6671
H 2.77009 2.31887 3.39677  0.1295
H 4.15724 -0.84571 -1.04550  0.4850

As for the orbital gap: 4.0452 eV. As for the relative energy (zero: lowest compared OMol25 entry of this formula, charge and spin): 40.0 kcal per mole. As for the molecular weight: 827.2 Da. Its spin multiplicity is 1. The charge is +1.